Entry from OMol25: a molecular structure, C37H44N4NiO2 at a distorted geometry (ωB97M-V/def2-TZVPD).

energy above the lowest of the compared OMol25 structures with the same formula, charge and spin: 13.7 kcal/mol
multiplicity: 3
LUMO (spin up / spin down): -0.3 / -0.6 eV
DFT total energy: -90181.884 eV
<S²>: 2.0071

Structure (XYZ):
```
88
Properties=species:S:1:pos:R:3:forces:R:3:mulliken_charge:R:1
Ni 12.85517 11.56846 10.87932 -1.295 -0.217 0.770 -0.262
C 11.29897 10.91851 6.60611 -1.970 -0.274 -0.463 -1.159
C 12.53524 11.80356 6.67162 -0.038 0.737 -2.261 0.958
C 13.75607 10.94941 7.01061 -0.500 -0.321 1.527 -1.649
C 12.13353 13.14948 7.30603 0.057 0.059 0.946 -0.231
C 11.21094 13.94719 6.64056 -0.619 -0.182 -0.596 -1.073
C 10.42500 14.92826 7.23491 0.731 -0.432 -0.628 -1.575
C 10.75796 15.36273 8.49430 -0.549 1.503 1.216 -0.398
C 11.77240 14.74985 9.21128 0.221 -0.461 -0.588 0.566
C 12.26220 15.41701 10.54023 0.356 -0.967 -0.921 0.943
C 11.12628 15.76170 11.53224 1.348 1.847 -0.621 -1.369
C 13.03846 16.67771 10.09316 0.540 -0.413 -0.216 -1.512
C 12.39985 13.59406 8.59647 -0.330 1.179 2.173 0.276
N 13.27145 12.92565 9.48335 0.634 -0.746 -0.261 1.660
C 14.60488 13.10444 9.25768 -1.141 0.974 -1.100 -0.233
O 15.12785 13.82480 8.40694 -0.212 -0.202 0.532 -0.725
C 15.40936 12.22892 10.10025 1.770 -1.474 0.081 0.206
C 16.80743 12.17789 10.06588 0.289 -1.317 0.849 -0.673
C 17.45487 11.07549 10.70473 -2.175 1.087 -0.566 -0.526
C 16.66453 10.08382 11.26769 0.803 -0.822 0.680 -0.709
C 15.30760 10.28067 11.36726 -0.768 0.564 -0.599 1.004
N 14.70290 11.28960 10.74102 2.393 0.277 0.119 0.991
C 14.34926 9.47589 12.18234 -0.298 -0.686 0.952 -0.566
O 14.68598 8.38099 12.63446 0.201 0.456 -0.249 -0.722
N 13.18826 10.13744 12.41487 -0.643 0.466 -1.092 0.334
C 12.24266 9.42327 13.19877 -1.083 0.644 0.578 0.441
C 11.70377 8.19208 12.75403 -0.750 -0.214 1.770 0.723
C 11.05333 7.42018 13.74346 -0.128 0.762 -0.325 -1.506
C 10.84290 7.89270 15.03247 -0.983 -1.174 0.278 -1.040
C 11.15656 9.17674 15.41277 1.195 0.878 -3.276 -1.019
C 11.77465 10.02826 14.44464 0.062 -1.202 -0.500 0.900
C 12.11366 11.50720 14.75647 -0.053 -1.971 0.688 1.375
C 13.48028 11.39121 15.39626 1.402 2.153 -0.657 -1.486
C 11.10453 12.18602 15.69890 -0.897 0.177 -0.539 -1.683
C 11.71782 7.50902 11.41174 1.340 -0.185 -0.164 0.418
C 12.71102 6.28171 11.54460 -0.448 0.412 0.348 -1.467
C 11.99945 8.31555 10.13521 0.594 0.359 0.033 -1.367
H 11.56719 9.88926 6.30496 -0.087 0.411 0.106 0.401
H 10.59268 11.32366 5.78905 0.833 -0.653 1.407 0.370
H 10.70859 10.84594 7.56190 0.638 0.151 -0.764 0.061
H 12.65912 12.03780 5.56198 0.219 0.154 1.231 0.288
H 13.56439 10.32415 7.92454 0.270 0.747 -0.387 0.094
H 14.67631 11.51768 7.12431 0.040 -0.063 -0.055 0.297
H 13.84850 10.18893 6.24166 0.231 0.151 -0.348 0.603
H 11.08377 13.76834 5.58950 -0.410 -0.320 -0.398 0.478
H 9.60150 15.34601 6.68379 0.015 0.357 -0.193 0.441
H 10.27301 16.29911 8.91111 0.402 -1.361 -0.485 0.197
H 13.03019 14.71692 10.96560 -0.877 0.628 0.014 -0.088
H 10.40955 16.42269 11.01890 0.265 -0.024 0.349 0.255
H 11.57422 16.30726 12.39323 -0.398 -0.225 -0.534 0.392
H 10.55758 14.97214 11.92340 -0.607 -1.448 0.429 0.393
H 12.43419 17.33372 9.46343 -0.178 -0.004 0.182 0.310
H 13.88452 16.34584 9.44214 -0.460 0.338 0.644 0.356
H 13.40496 17.25162 10.95652 0.028 -0.172 -0.254 0.444
H 17.41518 12.88654 9.52520 -0.316 0.312 0.013 0.544
H 18.50723 11.03858 10.78365 0.970 -0.166 -0.255 0.490
H 17.07679 9.14709 11.68452 -0.208 0.780 -0.078 0.494
H 10.67184 6.44797 13.42867 0.004 0.195 0.317 0.406
H 10.26156 7.26962 15.73424 0.591 0.189 -0.315 0.293
H 10.99651 9.51079 16.38209 -0.576 0.647 1.542 0.487
H 12.22584 12.02730 13.80608 -0.118 0.227 0.029 -0.472
H 13.43751 10.90503 16.35134 0.005 -0.350 0.436 0.338
H 13.91458 12.41961 15.52727 -0.308 -0.700 0.239 0.383
H 14.19343 10.89842 14.72296 -0.294 -0.211 0.295 0.308
H 10.97308 11.70368 16.68625 0.502 0.253 -0.485 0.334
H 10.08813 12.19379 15.26650 0.273 -0.245 -0.049 0.383
H 11.31604 13.25553 15.81806 0.364 -0.261 0.255 0.396
H 10.74968 7.05869 11.18965 -0.309 0.160 0.594 0.655
H 13.64911 6.59719 12.04828 -0.742 -0.284 -0.277 0.253
H 12.95272 5.98316 10.53232 0.092 -0.542 -0.181 0.505
H 12.21230 5.44522 12.11798 0.673 0.872 -0.702 0.378
H 11.43269 9.24149 9.94465 -0.341 -0.310 0.566 -0.190
H 11.70314 7.62598 9.34599 0.471 0.192 -0.459 0.608
H 13.05275 8.64334 10.04761 -0.273 -0.596 -0.149 0.109
N 10.78128 12.22061 11.32701 0.829 1.093 -0.210 0.204
C 9.61965 11.54091 10.84017 -1.223 -0.111 -0.756 0.348
C 9.14905 10.37836 11.45446 0.455 -0.309 -0.753 -0.272
C 8.35334 9.46097 10.73745 -0.433 0.223 0.124 -0.427
C 7.81578 9.84681 9.50002 1.328 1.688 0.933 -0.764
C 8.11102 11.13007 8.97927 -0.057 -0.963 1.210 -0.363
C 8.96115 11.97121 9.66086 1.758 1.440 -0.472 -0.300
H 10.94026 13.13222 10.84958 -0.568 -0.724 0.322 -0.139
H 10.82348 12.39334 12.33496 -0.365 -0.292 -0.265 0.147
H 9.50989 10.17180 12.44348 0.300 -0.514 0.286 0.390
H 8.14827 8.43869 11.14994 0.078 1.258 -0.275 0.369
H 7.13417 9.25130 8.98981 -0.878 -1.232 -0.859 0.500
H 7.72068 11.49329 8.05507 -0.457 -0.084 -0.465 0.496
H 9.22584 12.97322 9.15891 -0.207 -1.576 0.978 -0.028
```
Positions in Å, forces in eV/Å.